A molecular structure, C10H18AuNO6, computed with ωB97M-V/def2-TZVPD.

## Properties
- LUMO level (eV) = -0.9
- frontier orbital gap (Ha) = 0.318
- strongest force on any atom (hartree/bohr) = 0.0137
- electronic energy (Ha) = -1033.68224
- relative energy (zero: lowest compared OMol25 entry of this formula, charge and spin) (kcal/mol) = 0.0

Each line ends with the Mulliken charge.
Positions of all 36 atoms, in Å:
Au 0.39904 -0.64710 -0.32341  1.132
O -0.17814 1.96356 0.82922  -0.417
C 1.09068 2.15019 1.43247  -0.723
C 1.59758 0.82792 1.96595  -0.546
N 1.94830 -0.19715 0.94092  -0.083
C 2.18568 -1.49739 1.61771  -0.360
C 0.84878 -2.17153 1.96301  0.511
O 0.75990 -2.93088 2.88932  -0.636
O -0.15268 -1.87804 1.14901  -0.618
C 3.04265 0.25436 0.05155  -0.276
C 2.47471 1.06591 -1.12430  0.418
O 3.10194 1.96667 -1.61939  -0.630
O 1.28962 0.67476 -1.54892  -0.639
H -0.29182 2.60587 0.12165  0.304
H 1.00196 2.81987 2.29371  0.409
H 1.80648 2.59767 0.73841  0.406
H 0.84924 0.38885 2.62685  0.374
H 2.50475 1.02343 2.54732  0.361
H 2.80841 -1.38134 2.50451  0.353
H 2.68970 -2.16407 0.91629  0.317
H 3.51155 -0.62811 -0.38575  0.331
H 3.79763 0.82310 0.59344  0.298
C -2.24426 0.77343 -2.19101  -1.434
C -2.28551 -0.55546 -1.44003  2.062
C -3.23871 -1.53150 -2.12167  -1.829
C -2.72103 -0.33529 0.00777  -1.662
O -1.00531 -1.18007 -1.53455  -0.686
H -3.19017 1.30902 -2.09280  0.388
H -2.04158 0.60357 -3.24882  0.363
H -1.44277 1.40100 -1.79322  0.199
H -4.23284 -1.08875 -2.20164  0.382
H -3.30434 -2.45658 -1.54891  0.410
H -2.87585 -1.76921 -3.12190  0.421
H -3.75683 0.00539 0.03524  0.504
H -2.10255 0.42147 0.49777  0.212
H -2.64421 -1.26357 0.57422  0.384